18
Properties=species:S:1:pos:R:3:forces:R:3:nbo_charge:R:1 method="wB97M-V/def2-TZVPD" charge=-1 e_homo_ev=-4.0 spin_multiplicity=1 lumo_energy_ev=3.61 de_lowest_kj_mol=199.19 homo_lumo_gap_ev=7.58 smiles="CC1=C(C(=O)[O-])C1(C)C"
C -0.117235 -0.882529 0.719122 -1.1 0.9 0.4 -0.080
C 0.810475 -0.171416 0.133880 -0.8 -2.0 -0.6 -0.099
C -0.520542 -1.922806 2.074217 0.2 1.9 -1.9 0.831
C -0.588270 0.287957 -0.291840 1.4 0.5 0.7 -0.084
C 2.246955 -0.220642 -0.261954 0.3 -1.8 2.9 -0.653
C -0.779842 1.766881 0.197467 -0.5 0.0 -2.3 -0.621
C -1.258125 0.058761 -1.662305 1.7 -0.5 0.7 -0.650
O -1.479764 -2.642433 1.978309 -1.3 -1.1 -0.7 -0.726
O 0.236977 -1.636901 2.964275 1.6 0.3 1.6 -0.723
H 2.303050 0.251358 -1.165846 1.0 1.4 -2.3 0.203
H 2.690475 -1.242463 -0.307295 -1.0 0.2 -0.5 0.210
H 2.940633 0.118681 0.526802 -0.4 1.0 -0.4 0.216
H -0.171933 2.518779 -0.460680 -1.2 -1.2 0.7 0.167
H -0.269348 1.752383 1.095697 0.6 0.4 2.2 0.214
H -1.837019 2.117963 0.310223 0.8 -0.2 -0.1 0.184
H -0.981300 0.970857 -2.274598 -1.0 -1.3 0.1 0.194
H -2.280034 -0.216899 -1.486177 -1.1 1.0 -0.2 0.212
H -0.945152 -0.907532 -2.089297 0.7 0.5 -0.3 0.205